Entry 1:
# C29H32IN3NdO2S2Te

A structure of composition C29H32IN3NdO2S2Te (ωB97M-V with the def2-TZVPD basis set, OMol25).

Each line ends with the Löwdin spin population.
Positions of all 71 atoms, in Å:
Nd  2.656481  0.326231  -0.282830  2.8540
C  3.986355  3.635856  1.420783  -0.0010
S  4.077401  2.205057  2.535748  -0.0120
C  3.028793  2.971538  3.840340  -0.0019
O  3.007944  1.350969  1.628664  -0.0108
H  3.118909  3.516855  0.761378  -0.0003
H  4.860242  3.615489  0.724154  0.0001
H  3.898713  4.610226  1.947725  0.0000
H  3.539828  3.847724  4.264304  -0.0001
H  2.876508  2.169321  4.592589  -0.0001
H  2.098476  3.255986  3.388575  -0.0003
S  5.039363  1.117588  -1.669424  0.1088
C  3.987125  1.751788  -2.563751  0.1683
I  1.910962  -6.254442  -0.452687  0.0008
C  2.780827  -4.336045  -0.253773  -0.0009
C  3.866608  -3.985151  0.563155  -0.0584
N  3.951393  -2.637370  0.639675  -0.0293
N  3.057229  -2.036391  -0.298384  -0.0213
C  2.362605  -3.109945  -0.788308  -0.0587
H  4.486304  -4.658485  1.133861  -0.0047
H  4.833855  -2.154878  0.740141  -0.0086
H  1.572842  -2.955668  -1.509838  -0.0028
C  -3.546112  -5.267243  3.171749  0.0001
C  -2.565461  -4.411060  2.386340  0.0004
C  -1.640742  -3.604464  3.088638  -0.0004
C  -0.742089  -2.773523  2.453009  -0.0007
C  0.377259  -2.110383  3.229772  -0.0007
C  -1.048593  -2.520238  1.119137  -0.0099
Te  -0.588150  -0.442896  0.369819  -0.0101
N  3.136342  2.108512  -3.369145  0.0904
C  1.803896  2.143018  -2.985569  0.0231
O  1.403415  1.698554  -1.849420  -0.0137
C  0.875397  2.681084  -3.928858  0.0006
C  -0.479902  2.402276  -3.711787  0.0000
C  -1.401322  2.882061  -4.592003  0.0001
C  -1.052367  3.551253  -5.777243  -0.0001
C  0.258303  4.065946  -5.783535  0.0005
C  1.228818  3.657046  -4.869483  0.0020
C  -2.406868  0.859721  0.457191  0.0023
C  -3.687691  0.264631  0.574488  0.0002
C  -4.807419  1.025194  0.524977  0.0001
C  -4.662201  2.419430  0.352516  -0.0001
C  -3.404678  2.971133  0.179108  0.0001
C  -2.242077  2.206913  0.384888  0.0001
C  -0.911884  2.890529  0.398783  -0.0024
C  -1.821901  -3.369721  0.304921  -0.0008
C  -1.956685  -3.285189  -1.174983  -0.0001
C  -2.643922  -4.264716  1.009571  -0.0005
H  -3.985429  -4.622537  3.973958  0.0000
H  -3.068910  -6.110861  3.672087  0.0000
H  -4.338503  -5.598745  2.511363  0.0000
H  -1.591136  -3.783313  4.149554  -0.0001
H  0.624824  -2.748327  4.078864  0.0000
H  0.074637  -1.113996  3.615511  0.0000
H  1.271669  -2.005447  2.595537  -0.0004
H  -0.720307  1.827223  -2.865225  0.0001
H  -2.490146  2.577968  -4.517857  0.0000
H  -1.798215  3.563288  -6.578770  0.0000
H  0.596991  4.780824  -6.588664  0.0000
H  2.293369  4.041569  -4.969718  0.0016
H  -3.711809  -0.824886  0.775537  0.0000
H  -5.778329  0.535413  0.668698  0.0000
H  -5.570565  3.014556  0.325777  0.0000
H  -3.270749  4.056317  -0.055513  0.0000
H  -0.964074  3.994659  0.433050  -0.0001
H  -0.372818  2.597160  -0.511405  -0.0011
H  -0.293222  2.531373  1.278211  -0.0013
H  -1.055345  -2.813277  -1.669312  0.0000
H  -2.875507  -2.771902  -1.478763  0.0000
H  -2.060434  -4.340175  -1.628047  0.0000
H  -3.388122  -4.811004  0.460144  -0.0001

Atoms 1-2, force components in eV/Å:
Nd 0.038 0.979 -1.836
C 1.215 0.989 -0.803

Calculated values
Largest force on an atom   0.0859 Eh/bohr
ΔE to the lowest compared entry with this formula, charge and spin   19.7 kcal per mole
DFT total energy   -3362.11491 hartree
Total charge   +1
HOMO-LUMO gap (spin up / spin down)   4.68 / 3.87 eV
Spin multiplicity   4

***

Entry 2:
# C29H32N2O3

An isolated molecule of C29H32N2O3 (ωB97M-V with the def2-TZVPD basis set, OMol25).

Each line ends with the natural charge from an NBO analysis.
Positions of all 66 atoms, in Å:
C  -6.704981  -0.635796  -1.453242  -0.6498
C  -6.056650  0.604535  -0.917998  0.0938
C  -4.915691  0.506430  -0.130840  -0.2444
C  -4.299307  1.641894  0.375564  -0.1094
C  -4.837117  2.895279  0.108957  -0.1992
C  -5.969253  3.000793  -0.677878  -0.1943
C  -6.572701  1.864420  -1.189304  -0.2478
H  -7.458519  1.957501  -1.801102  0.2094
H  -6.386721  3.973704  -0.891350  0.2150
H  -4.366227  3.776278  0.518348  0.2197
C  -3.115050  1.521304  1.285436  0.6731
O  -3.229540  1.631823  2.492860  -0.6191
N  -1.917982  1.301716  0.688365  -0.4370
C  -1.727836  1.123888  -0.728815  -0.2130
H  -2.630233  1.454378  -1.246340  0.2331
C  -1.426554  -0.336120  -1.100462  -0.5068
C  0.044365  -0.681062  -0.936596  0.7015
O  0.730866  -0.953229  -1.903599  -0.6347
N  0.538115  -0.657768  0.324191  -0.4578
C  -0.266454  -0.348009  1.484032  -0.2329
H  0.341006  -0.534440  2.368742  0.2154
C  -0.746408  1.109207  1.512032  -0.2442
H  -1.031323  1.385958  2.529803  0.2482
H  0.060180  1.757760  1.157674  0.2198
H  -1.134445  -1.014624  1.531657  0.2125
C  1.961928  -0.891916  0.493980  -0.0565
C  2.663139  0.315047  1.126863  -0.0721
O  2.288405  1.477742  0.421041  -0.5470
C  3.171254  2.562668  0.602971  -0.0940
C  4.524740  2.346770  -0.030527  0.0271
C  5.675223  2.855350  0.556133  -0.2443
C  6.907494  2.664432  -0.044283  -0.2036
C  7.000399  1.953731  -1.228891  -0.2200
C  5.856250  1.438291  -1.814665  -0.1900
C  4.622946  1.637547  -1.221263  -0.2498
H  3.724854  1.239925  -1.671070  0.2292
H  5.923602  0.882660  -2.738242  0.2137
H  7.963260  1.801482  -1.693689  0.2136
H  7.797412  3.067000  0.416916  0.2132
H  5.605000  3.405685  1.484055  0.2089
H  3.286236  2.787547  1.674743  0.1712
H  2.673734  3.413492  0.124116  0.2032
H  2.394532  0.424422  2.190435  0.1609
H  3.748432  0.158703  1.066818  0.1929
H  2.340004  -1.007750  -0.527524  0.2558
C  2.235857  -2.185763  1.280079  -0.4274
C  1.400564  -3.306161  0.723849  -0.0383
C  0.299932  -3.785836  1.420186  -0.2154
C  -0.500128  -4.777568  0.879417  -0.2109
C  -0.209276  -5.298498  -0.368902  -0.2198
C  0.889667  -4.829123  -1.068720  -0.2171
C  1.689264  -3.840853  -0.525476  -0.1443
H  2.541272  -3.475331  -1.078455  0.2047
H  1.122286  -5.232364  -2.042965  0.2133
H  -0.835580  -6.068854  -0.794172  0.2124
H  -1.353079  -5.141681  1.433988  0.2117
H  0.067140  -3.385157  2.397218  0.2056
H  3.297879  -2.422037  1.190627  0.2253
H  2.010943  -2.041385  2.339076  0.2026
H  -1.661564  -0.492376  -2.153990  0.2446
H  -2.045898  -1.010068  -0.506554  0.2198
H  -0.891447  1.754010  -1.052888  0.2056
H  -4.509381  -0.469719  0.094897  0.2089
H  -5.992605  -1.215556  -2.038847  0.2189
H  -7.050365  -1.264236  -0.633182  0.2213
H  -7.555861  -0.390109  -2.083212  0.2148

Atoms 1-2, force components in eV/Å:
C 0.007 -0.021 0.028
C 0.002 0.038 -0.021

Calculated values
Largest force on an atom   0.0097 Eh/bohr
ΔE to the lowest compared entry with this formula, charge and spin   16.4 kcal per mole
DFT total energy   -1459.54324 hartree
Total charge   0
HOMO-LUMO gap   9.62 eV
Spin multiplicity   1
SMILES   Cc1cccc(C(=O)N2CCC(=O)N([C@@H](COCc3ccccc3)Cc3ccccc3)CC2)c1

***

Entry 3:
# C29H33AgN3P2S2

A structure of composition C29H33AgN3P2S2 (ωB97M-V with the def2-TZVPD basis set, OMol25).

Each line ends with the natural charge from an NBO analysis.
Positions of all 70 atoms, in Å:
Ag  -2.325010  0.029005  -0.086027  0.7766
N  -3.276710  -0.059478  2.608973  -0.8659
C  -4.413072  0.813260  2.814567  -0.2212
C  -4.518623  1.884816  1.730958  -0.2260
N  -4.456066  1.363083  0.370416  -0.6596
C  -5.584252  0.551912  -0.069394  -0.2274
C  -5.231840  -0.934901  -0.088254  -0.2388
N  -4.178424  -1.171608  -1.080747  -0.8832
H  -3.186191  -0.793778  3.295849  0.3684
H  -2.383934  0.418523  2.526235  0.3981
H  -4.424334  1.342908  3.777197  0.1644
H  -5.319242  0.194372  2.797236  0.1671
H  -3.684735  2.582882  1.830299  0.2306
H  -5.452710  2.439617  1.909759  0.1550
H  -4.235370  2.111640  -0.269575  0.3926
H  -5.868915  0.851884  -1.083481  0.1847
H  -6.463855  0.713436  0.567927  0.1738
H  -6.140111  -1.524697  -0.264424  0.1617
H  -4.823785  -1.213525  0.884146  0.2260
H  -4.544429  -1.110708  -2.023278  0.3591
H  -3.710485  -2.066587  -0.965166  0.4149
S  -1.077142  2.887045  0.228069  -0.7734
P  0.317800  1.416021  0.226877  1.4101
C  -0.252694  -0.130827  0.627662  -1.7003
P  0.132154  -1.658657  -0.019416  1.3913
S  -1.329685  -3.051418  0.067575  -0.7703
C  1.605240  -2.374547  0.856774  -0.3631
C  1.705495  -3.720720  1.193205  -0.1854
C  2.824736  -4.204440  1.864649  -0.2290
C  3.862335  -3.347957  2.207134  -0.2257
C  3.772997  -2.000329  1.880889  -0.2188
C  2.650067  -1.526012  1.216210  -0.1995
C  0.708340  -1.703053  -1.774090  -0.2676
C  -0.195866  -1.354743  -2.780176  -0.2111
C  0.166687  -1.408538  -4.115315  -0.2134
C  1.447586  -1.815687  -4.476553  -0.2279
C  2.355082  -2.161281  -3.489384  -0.2204
C  1.987507  -2.102560  -2.146971  -0.2336
C  1.580898  1.985703  1.461803  -0.3890
C  1.719722  1.298080  2.662561  -0.2110
C  2.614596  1.737118  3.634827  -0.2154
C  3.384014  2.869713  3.413680  -0.2284
C  3.248546  3.568654  2.217886  -0.2499
C  2.348963  3.131979  1.256455  -0.1237
C  1.277913  1.584032  -1.334648  -0.4044
C  0.631992  1.988864  -2.499191  -0.1240
C  1.317886  2.054264  -3.704098  -0.2392
C  2.665839  1.721037  -3.760864  -0.2198
C  3.322166  1.320445  -2.605716  -0.2112
C  2.628378  1.249270  -1.403682  -0.2046
H  0.888600  -4.381326  0.927878  0.2425
H  2.882641  -5.255674  2.122210  0.2004
H  4.730631  -3.724199  2.734986  0.1987
H  4.566462  -1.314909  2.155504  0.2053
H  2.573211  -0.471163  0.993814  0.2207
H  -1.195854  -1.043810  -2.498910  0.2197
H  -0.548413  -1.127148  -4.879921  0.1984
H  1.734656  -1.855357  -5.520603  0.1980
H  3.357880  -2.472628  -3.758388  0.1999
H  2.708796  -2.372298  -1.386906  0.2199
H  1.118779  0.406809  2.809058  0.2472
H  2.712926  1.187301  4.563895  0.2018
H  4.083913  3.211017  4.167301  0.1984
H  3.841183  4.458204  2.039091  0.2001
H  2.234453  3.688904  0.333678  0.2130
H  -0.413822  2.265750  -2.439044  0.2282
H  0.797788  2.363966  -4.603281  0.2003
H  3.201425  1.769420  -4.701635  0.1996
H  4.372326  1.055174  -2.638956  0.2019
H  3.152939  0.938454  -0.509160  0.2138

Atoms 1-2, force components in eV/Å:
Ag -0.194 0.033 -0.030
N 0.074 0.031 -0.079

Calculated values
Largest force on an atom   0.0148 Eh/bohr
ΔE to the lowest compared entry with this formula, charge and spin   0.0 kcal per mole
DFT total energy   -2915.28950 hartree
Total charge   -1
HOMO-LUMO gap   6.33 eV
Spin multiplicity   1

***

Question: Look up the largest force on an atom of the first one.
Answer: 0.0859 Eh/bohr